Here is a 3-piece molecular cluster, C24H43N2O3S overall in a non-equilibrium geometry from the Open Molecules 2025 dataset. Energies are from ωB97M-V/def2-TZVPD.

XYZ file:
```
73
Properties=species:S:1:pos:R:3:mulliken_charge:R:1
C 1.23948 0.21566 1.53248 -0.095
C 1.41134 -1.20563 0.69909 -0.328
C 2.98789 -1.67505 0.73783 -0.274
C 4.04221 -0.51590 0.19954 -0.622
C 3.78226 -0.05466 -1.35413 -0.283
C 4.09256 1.55005 -1.63783 -0.663
C 2.73127 2.36846 -2.16034 -0.198
C 2.37090 3.52206 -1.05030 -0.667
C 0.88071 4.23658 -1.30615 -0.752
C -0.21292 3.01657 -1.24967 0.149
C -1.72502 3.46860 -0.77609 -0.550
C -1.91854 2.93554 0.76508 -0.522
C -2.80296 1.56371 0.91776 -0.762
C -2.42782 0.37012 -0.14104 0.615
C -3.78420 -0.32401 -0.83085 -0.550
C -3.52377 -0.48673 -2.45064 -0.688
S -2.21041 -1.80777 -2.86197 1.061
O -2.44330 -2.23721 -4.34985 -0.694
O -0.80362 -1.14495 -2.77571 -0.633
O -2.30876 -3.14249 -1.78212 -0.729
H 1.60997 1.10220 0.84809 -0.300
H 1.84346 0.16843 2.55007 0.252
H 0.08836 0.32163 1.75527 0.108
H 0.74314 -1.99647 1.28420 0.349
H 0.97263 -1.10628 -0.40242 0.054
H 3.24367 -1.88382 1.88145 -0.171
H 3.11804 -2.69866 0.18146 0.322
H 4.05565 0.41721 0.90964 0.238
H 5.12750 -1.00544 0.26388 0.291
H 2.69195 -0.37214 -1.64580 0.118
H 4.55048 -0.67347 -2.02467 0.347
H 4.51779 2.08396 -0.65874 0.335
H 4.87994 1.67846 -2.52279 0.286
H 1.90895 1.54992 -2.31275 0.037
H 2.91420 2.89035 -3.20657 0.343
H 2.48809 3.14324 0.06811 0.242
H 3.18964 4.37897 -1.18857 0.333
H 0.71847 5.01066 -0.41239 0.257
H 0.88161 4.84513 -2.31748 0.304
H 0.17957 2.21651 -0.45619 -0.383
H -0.18614 2.45354 -2.29075 0.377
H -1.86502 4.64247 -0.88553 0.359
H -2.47510 2.87187 -1.48778 0.180
H -2.52334 3.79246 1.33536 0.286
H -0.86925 2.88967 1.33234 0.268
H -2.55909 1.13223 2.00376 0.210
H -3.97321 1.73010 0.90879 0.387
H -1.75016 0.69173 -1.03897 -0.355
H -1.88746 -0.51994 0.41815 0.097
H -4.74883 0.29589 -0.56622 0.236
H -3.90739 -1.41757 -0.36819 0.245
H -3.07644 0.53258 -2.84659 0.238
H -4.52500 -0.69914 -3.01940 0.291
N -6.69397 -3.31616 -0.82783 0.021
C -7.40214 -3.65849 0.29460 -0.535
C -8.47946 -2.80666 0.39442 -0.363
C -8.42227 -1.92328 -0.70994 -0.415
C -7.31153 -2.26232 -1.44971 -0.473
H -5.84853 -3.77062 -1.14772 0.246
H -7.07884 -4.47570 0.92536 0.373
H -9.22657 -2.82082 1.17734 0.383
H -9.11693 -1.12610 -0.94109 0.390
H -6.90810 -1.84415 -2.36226 0.379
N 5.11196 -2.52489 3.95288 0.023
C 6.24563 -3.28063 3.80396 -0.550
C 7.31821 -2.42325 3.70066 -0.388
C 6.81431 -1.10411 3.79659 -0.389
C 5.44962 -1.19647 3.95479 -0.501
H 4.17323 -2.89022 4.04752 0.250
H 6.19203 -4.36086 3.78270 0.380
H 8.35203 -2.71627 3.57149 0.393
H 7.38552 -0.18568 3.75542 0.395
H 4.69179 -0.43262 4.06693 0.388
```

Results
Charge: -1
Multiplicity: 1
LUMO: 2.4 eV
ΔE to the lowest compared entry with this formula, charge and spin: 132.0 kcal per mole
E: -45536.440 eV
Orbital gap: 7.7 eV


Here is a 2-piece molecular cluster, C5H11N5 overall in a non-equilibrium geometry from the Open Molecules 2025 dataset. Energies are from ωB97M-V/def2-TZVPD.

XYZ file:
```
21
Properties=species:S:1:pos:R:3:mulliken_charge:R:1
C 2.14746 0.65239 0.24855 -0.347
C -0.84780 1.51368 1.56740 -1.039
C -1.20144 -1.59311 -0.78356 -1.619
C -1.05259 0.06988 1.10885 -0.245
C -1.04837 -0.22083 -0.16689 0.517
N 1.82787 -0.93425 -1.28634 -0.175
N 2.01271 0.40640 -1.06924 0.114
N 2.12208 -0.56972 0.79931 0.115
N 1.88055 -1.54068 -0.21113 -0.254
N -0.97172 0.70556 -1.22481 -0.460
H -1.33420 1.79511 2.50422 0.350
H -1.14011 1.99143 0.66035 0.227
H 0.23031 1.67459 1.60353 0.238
H -0.88887 -2.23536 -0.03235 0.329
H -2.30669 -1.56757 -0.80409 0.406
H -0.60794 -1.72562 -1.66270 0.479
H -1.24192 -0.71644 1.85460 0.374
H 1.92143 1.01083 -1.90057 0.253
H 2.02848 -0.80787 1.79326 0.288
H -1.00438 1.70905 -0.98446 0.180
H -0.52488 0.38252 -2.01394 0.270
```

Results
Multiplicity: 1
LUMO: 0.9 eV
ΔE to the lowest compared entry with this formula, charge and spin: 73.2 kcal per mole
E: -12810.159 eV
Orbital gap: 8.8 eV


Here is a single CH2Cl2FN molecule in a non-equilibrium geometry from the Open Molecules 2025 dataset. Energies are from ωB97M-V/def2-TZVPD.

XYZ file:
```
7
Properties=species:S:1:pos:R:3:mulliken_charge:R:1
C 0.06360 0.59626 -0.13586 0.004
N 0.12111 -0.84334 0.16040 -0.050
F 1.21199 1.21812 0.57689 -0.306
Cl -0.86303 -1.36280 1.56839 -0.037
Cl -0.21357 -1.79183 -1.28711 -0.027
H 0.40314 0.87191 -1.17730 0.209
H -0.72325 1.31168 0.29459 0.208
```

Results
Multiplicity: 1
Structure (SMILES): FCN(Cl)Cl
LUMO: -0.7 eV
ΔE to the lowest compared entry with this formula, charge and spin: 62.7 kcal per mole
E: -30318.877 eV
Orbital gap: 9.6 eV


Here is a 2-piece molecular cluster, C4H12N2O overall in a non-equilibrium geometry from the Open Molecules 2025 dataset. Energies are from ωB97M-V/def2-TZVPD.

XYZ file:
```
19
Properties=species:S:1:pos:R:3:mulliken_charge:R:1
C 2.15828 1.25112 0.00951 -1.169
C 0.20862 -2.47045 0.07706 -0.785
C 0.64096 1.04278 -0.20958 -0.526
C -2.93170 1.00780 -0.44351 -0.052
N 0.10359 -0.14033 0.47055 0.185
N 0.18210 -1.16320 -0.48315 -0.828
O -2.32061 0.77363 0.57992 -0.489
H 2.23301 1.55066 1.02697 0.328
H 2.62573 0.28459 -0.25761 0.308
H 2.67959 1.86115 -0.75106 0.352
H -0.81454 -2.97820 0.44740 0.186
H 0.79640 -2.97593 -0.70391 0.274
H 0.77251 -2.67964 1.06008 0.231
H 0.02555 1.83105 0.06676 0.412
H 0.47063 0.77424 -1.21866 0.377
H -3.53305 0.19265 -0.92756 0.251
H -3.03947 2.11228 -0.91960 0.208
H 0.62195 -0.40065 1.37553 0.378
H -0.87953 0.12645 0.80085 0.358
```

Results
Multiplicity: 1
LUMO: 0.1 eV
ΔE to the lowest compared entry with this formula, charge and spin: 134.5 kcal per mole
E: -9365.363 eV
Orbital gap: 6.6 eV


Here is C16H21BF10N8NiO4S2 as an isolated structure in a non-equilibrium geometry from the Open Molecules 2025 dataset. Energies are from ωB97M-V/def2-TZVPD.

XYZ file:
```
63
Properties=species:S:1:pos:R:3:mulliken_charge:R:1
Ni -0.49030 2.70975 1.61085 0.958
B -0.12339 0.65116 -1.68533 0.622
F -0.63779 0.29426 -0.48537 -0.391
F -0.28363 2.01094 -1.68357 -0.424
F 1.21460 0.31493 -1.85810 -0.396
F -0.86703 0.17820 -2.72175 -0.385
C -1.10610 -1.17420 6.25008 0.730
F -1.28833 -2.12554 5.32426 -0.169
F -2.14731 -0.34047 6.23367 -0.196
F -0.89744 -1.64620 7.53091 -0.178
S 0.44073 -0.13258 5.74287 0.936
O 1.33419 -0.15350 6.93736 -0.449
O 1.08319 -0.77472 4.56253 -0.591
N -0.17723 1.44774 5.28390 -0.096
S -0.51932 2.06203 6.73926 0.858
O -1.65668 2.96648 6.51495 -0.548
O -0.74697 1.26410 7.93801 -0.483
C 1.04165 3.21445 7.15913 0.717
F 0.71091 3.95008 8.20729 -0.168
F 2.11637 2.46621 7.42240 -0.163
F 1.18999 3.97040 6.12422 -0.200
C -3.89029 -4.17623 -1.03132 -0.646
C -4.64179 -3.29833 -0.09526 0.277
N -5.17741 -2.63595 0.69534 -0.386
H -2.84661 -3.88188 -0.92094 0.241
H -4.28191 -4.10041 -2.04571 0.257
H -4.00303 -5.18203 -0.62666 0.260
C -4.43388 3.01593 -5.07435 -0.709
C -5.77746 3.62045 -5.35388 0.285
N -6.79047 4.13373 -5.54396 -0.355
H -4.35280 2.04204 -5.55711 0.259
H -4.53165 2.66221 -4.04799 0.251
H -3.61025 3.65922 -5.38407 0.270
C -7.38704 3.30038 3.70829 -0.668
C -6.26205 3.16287 2.76692 0.247
N -5.41603 3.05610 1.98943 -0.344
H -8.33182 3.05424 3.22361 0.270
H -7.33216 4.30445 4.12890 0.254
H -7.19099 2.57748 4.50017 0.247
C 6.50731 3.85847 -0.24961 -0.696
C 5.17478 3.65528 0.38052 0.255
N 4.14377 3.44310 0.85117 -0.328
H 6.55663 3.06027 -0.99025 0.240
H 7.30400 3.66881 0.46970 0.260
H 6.68948 4.84693 -0.67134 0.275
C -0.32020 -4.98881 -6.20847 -0.703
C 0.12052 -6.32368 -6.65392 0.312
N 0.48587 -7.37807 -6.94930 -0.345
H -1.29222 -4.72094 -6.62263 0.253
H 0.36202 -4.23302 -6.59766 0.236
H -0.37409 -4.92773 -5.12152 0.246
C 4.84447 -0.77155 -5.79385 -0.638
C 4.09213 -0.74881 -7.07029 0.263
N 3.55645 -0.72606 -8.11264 -0.381
H 4.83856 0.27897 -5.50320 0.230
H 5.87102 -1.09350 -5.96894 0.266
H 4.30482 -1.39481 -5.08082 0.261
C 5.76307 -3.31938 0.26780 -0.667
C 6.05479 -4.27339 -0.82263 0.268
N 6.29505 -4.99441 -1.68543 -0.344
H 5.23542 -3.87505 1.04300 0.241
H 5.09320 -2.49436 0.02549 0.272
H 6.76037 -3.01577 0.58607 0.230
```

Results
Multiplicity: 3
LUMO (alpha / beta): -3.7 / -6.6 eV
Expectation value of S²: 2.010
E: -127601.012 eV
Orbital gap (alpha / beta): 7.3 / 4.3 eV


Here is C26H36CoINOP3 as an isolated structure in a non-equilibrium geometry from the Open Molecules 2025 dataset. Energies are from ωB97M-V/def2-TZVPD.

XYZ file:
```
69
Properties=species:S:1:pos:R:3:mulliken_charge:R:1
C -0.46763 0.18884 -1.90021 -1.620
I 2.27282 0.10834 -1.19059 0.147
H 0.21989 0.06061 -2.74478 0.577
H -1.06639 1.09546 -2.08243 0.489
H -1.15676 -0.67146 -1.89271 0.410
Co -0.11565 0.26241 0.20001 -0.391
P 0.23549 2.44992 0.00928 1.136
C -1.23983 3.50125 0.33188 -1.264
C 1.51694 3.01436 1.19184 -1.054
H 1.64037 4.10287 1.09516 0.423
H 0.66914 4.33034 -1.45250 0.462
H 2.46114 2.50639 0.94959 0.377
H 1.80604 2.97910 -1.80451 0.387
H -1.56276 3.43608 1.37582 0.322
H 1.22906 2.76532 2.22061 0.174
C 0.76651 3.23908 -1.56810 -1.109
H -0.98596 4.53947 0.07894 0.504
H 0.12242 2.90670 -2.38853 0.376
H -2.05959 3.15908 -0.31314 0.375
P 0.14006 -1.93006 0.35287 0.942
C -1.32769 -2.86748 0.93019 -1.266
C 0.53183 -2.88613 -1.17462 -1.284
H 2.34923 -1.85256 1.36112 0.317
H 1.64603 -3.50180 1.44056 0.425
H 1.08234 -2.21790 2.56917 0.218
C 1.43632 -2.42816 1.55075 -1.046
H 1.53773 -2.65640 -1.55113 0.393
H 0.46031 -3.95494 -0.93223 0.497
H -1.38923 -3.79823 0.35439 0.585
H -2.24533 -2.28480 0.77712 0.364
H -0.19826 -2.64331 -1.95623 0.402
H -1.22326 -3.10386 1.99508 0.196
C -1.71859 0.39546 1.28362 0.796
O -2.83919 0.28953 0.81515 -0.471
N -1.04633 0.57700 2.38719 0.294
P -1.54711 0.48290 3.98781 1.821
C -3.18808 -0.24066 4.14246 0.633
C -4.28875 0.50358 4.61031 -0.621
C -5.55661 -0.08362 4.68605 -0.816
C -5.74198 -1.41598 4.30407 -0.567
C -4.65079 -2.17474 3.86289 -1.023
C -3.38511 -1.59296 3.79168 -0.087
C -0.28555 -0.43794 4.89681 0.609
C 0.93467 0.21136 5.17980 -0.638
C 1.90958 -0.43452 5.93806 -0.670
C 1.67379 -1.72274 6.43186 -0.599
C 0.46216 -2.36585 6.16361 -0.725
C -0.53004 -1.72248 5.42251 -0.198
C -1.55038 2.13658 4.69956 -0.014
C -1.98294 2.34457 6.03066 -0.478
C -1.90338 3.61310 6.61195 -0.801
C -1.35545 4.68038 5.88640 -0.616
C -0.88633 4.47364 4.58474 -0.681
C -1.00214 3.21387 3.98951 0.208
H -4.16635 1.53939 4.92786 0.451
H -6.40190 0.50118 5.04582 0.437
H -6.73526 -1.86607 4.34230 0.422
H -4.77466 -3.22221 3.58636 0.443
H -2.52786 -2.20551 3.49183 -0.011
H 1.09308 1.23456 4.83126 0.320
H 2.84375 0.07889 6.15509 0.448
H 2.43334 -2.21684 7.03541 0.430
H 0.27945 -3.36983 6.55621 0.445
H -1.50095 -2.20175 5.28060 0.446
H -2.39177 1.51467 6.61598 0.526
H -2.27229 3.78530 7.62684 0.435
H -1.28160 5.67298 6.33398 0.411
H -0.41458 5.28440 4.02490 0.464
H -0.63711 3.04577 2.97659 -0.488
```

Results
Charge: +2
Multiplicity: 5
LUMO (alpha / beta): -7.3 / -8.6 eV
Expectation value of S²: 6.036
E: -104661.419 eV
Orbital gap (alpha / beta): 6.5 / 6.1 eV


Here is a 2-piece molecular cluster, CH3FO2 overall in a non-equilibrium geometry from the Open Molecules 2025 dataset. Energies are from ωB97M-V/def2-TZVPD.

XYZ file:
```
7
Properties=species:S:1:pos:R:3:mulliken_charge:R:1
C 0.24434 0.37602 -0.55570 -0.416
O 1.27315 0.63039 0.46740 -0.236
O 2.61578 -0.54417 0.09719 -0.045
F 3.69822 0.19132 -0.19351 -0.045
H 0.39392 -0.64719 -0.92895 0.240
H 0.45536 1.02050 -1.32776 0.251
H -0.76222 0.55118 -0.17493 0.250
```

Results
Multiplicity: 1
LUMO: -1.8 eV
ΔE to the lowest compared entry with this formula, charge and spin: 183.4 kcal per mole
E: -7890.303 eV
Orbital gap: 9.4 eV


- The lowest E belongs to which entry?
  C16H21BF10N8NiO4S2